Entry 1:
This record from the OMol25 dataset describes 2 unconnected molecules or ions with the total composition C9H7FNO6 at a distorted geometry. The level of theory is ωB97M-V/def2-TZVPD.

Summary:
* max |F|: 0.0454 Eh/bohr
* total energy: -25938.4565 eV
* lowest unoccupied orbital energy: 1.23 eV
* net charge: -1
* HOMO: -2.648 eV

Each line ends with the natural charge from an NBO analysis.
Atoms and positions in Å:
C1 4.03 -2.03 -1.70  -1.055
C2 2.71 -1.36 -1.64  0.706
O1 2.43 -0.36 -1.02  -0.683
N1 1.62 -1.95 -2.39  -0.768
C3 0.37 -1.90 -1.76  0.987
O2 -0.62 -1.46 -2.25  -0.555
F1 0.31 -2.41 -0.53  -0.332
H1 4.19 -2.18 -2.79  0.160
H2 3.82 -3.05 -1.35  0.158
H3 1.87 -2.87 -2.72  0.403
C4 -0.82 0.63 2.32  -0.428
C5 -0.16 0.88 1.18  0.359
C6 -0.79 1.69 0.07  0.469
O3 -0.15 1.91 -0.93  -0.497
C7 -2.15 2.17 0.26  -0.378
C8 -2.80 1.91 1.41  0.305
C9 -2.16 1.13 2.52  0.469
O4 -2.82 0.96 3.53  -0.588
O5 -4.04 2.32 1.65  -0.647
O6 1.05 0.44 0.96  -0.607
H4 -0.38 0.05 3.13  0.237
H5 -2.60 2.74 -0.54  0.234
H6 -4.25 1.99 2.54  0.502
H7 1.33 0.73 0.05  0.548



Entry 2:
This record from the OMol25 dataset describes 2 unconnected molecules or ions with the total composition C7H18NOP at a distorted geometry. The level of theory is ωB97M-V/def2-TZVPD.

Summary:
* max |F|: 0.1209 Eh/bohr
* total energy: -20372.9845 eV
* spin multiplicity: 3
* lowest unoccupied orbital energy (alpha / beta): 0.93 / -2.26 eV
* HOMO (alpha / beta): -5.365 / -10.031 eV

Each line ends with the Mulliken spin population.
Atoms and positions in Å:
C1 -0.91 -0.22 -1.64  -0.090
C2 2.42 -3.02 -1.21  0.005
C3 -2.08 1.17 2.99  0.012
C4 1.30 1.85 -0.34  0.215
C5 0.27 -1.07 -1.90  0.707
C6 2.53 -1.56 -1.41  -0.013
C7 -2.42 1.55 1.57  0.006
N1 1.36 -0.80 -1.32  0.203
O1 2.62 -0.05 0.89  0.276
P1 1.28 0.12 0.39  0.534
H1 -1.05 0.06 -0.59  0.060
H2 -0.71 0.71 -2.06  0.044
H3 -1.81 -0.69 -2.00  0.006
H4 1.91 -3.25 -0.32  0.010
H5 1.78 -3.43 -1.91  0.005
H6 3.40 -3.49 -1.33  -0.006
H7 -2.89 0.55 3.36  0.000
H8 -1.19 0.58 3.05  -0.007
H9 -2.11 1.94 3.64  0.001
H10 2.18 2.33 0.10  -0.007
H11 1.45 1.63 -1.35  -0.004
H12 0.49 2.58 -0.10  -0.015
H13 -3.35 2.02 1.62  0.000
H14 -0.02 -1.97 -2.41  0.041
H15 3.14 -1.07 -0.62  0.014
H16 3.13 -1.37 -2.44  0.005
H17 -2.68 0.59 1.10  -0.001
H18 -1.70 2.01 0.97  0.000



Entry 3:
This record from the OMol25 dataset describes 2 unconnected molecules or ions with the total composition C9H12O2S at a distorted geometry. The level of theory is ωB97M-V/def2-TZVPD.

Summary:
* max |F|: 0.0902 Eh/bohr
* total energy: -24454.4699 eV
* lowest unoccupied orbital energy: 0.44 eV
* structure (SMILES): SC=C1CCCC1.O=C=CC=O
* HOMO: -8.413 eV

Each line ends with the natural charge from an NBO analysis.
Atoms and positions in Å:
S1 -1.26 -3.10 -0.35  0.011
C1 -0.61 -1.80 0.75  -0.319
C2 -0.97 -0.50 0.63  -0.040
C3 -1.57 0.09 -0.56  -0.465
C4 -1.18 1.53 -0.59  -0.388
C5 -0.46 1.75 0.80  -0.395
C6 -0.22 0.42 1.45  -0.445
H1 -0.59 -4.00 0.17  0.107
H2 0.00 -2.12 1.63  0.224
H3 -2.77 0.18 -0.61  0.233
H4 -1.15 -0.53 -1.40  0.225
H5 -2.12 2.24 -0.80  0.204
H6 -0.51 1.78 -1.37  0.202
H7 0.43 2.31 0.62  0.205
H8 -1.06 2.31 1.40  0.204
H9 0.88 0.29 1.39  0.214
H10 -0.45 0.39 2.52  0.226
O1 2.50 -3.33 -0.17  -0.393
C7 2.40 -2.27 -0.56  0.840
C8 2.34 -1.12 -1.19  -0.672
C9 3.39 -0.20 -0.94  0.376
O2 4.43 -0.43 -0.31  -0.572
H11 1.41 -0.80 -1.60  0.277
H12 3.36 0.86 -1.23  0.141